No. 1
61
Properties=species:S:1:pos:R:3:mulliken_charge:R:1 method="wB97M-V/def2-TZVPD" lumo_ha="-0.2456 / -0.2204" homo_energy_ev="-12.4 / -12.5" energy_ha=-1829.97730 orbital_gap_ev="5.756 / 6.501" multiplicity=6 charge=+2 s2=8.7759
Sm 0.41 -0.68 -0.49 1.202
C 3.97 -2.38 3.56 -0.893
N 2.64 -2.09 3.06 0.112
C 1.50 -2.30 3.94 -0.856
C 2.42 -1.61 1.86 0.594
O 1.26 -1.35 1.45 -0.635
C 3.60 -1.36 0.91 -0.724
O 3.10 -0.77 -0.28 -0.300
C 3.89 0.27 -0.88 -0.897
C 2.89 1.34 -1.37 0.934
O 1.67 1.08 -1.23 -0.610
N 3.30 2.49 -1.86 0.002
C 4.66 2.84 -2.19 -1.028
C 2.31 3.52 -2.15 -0.995
H 3.90 -2.79 4.56 0.300
H 4.58 -1.48 3.62 0.376
H 4.49 -3.11 2.93 0.359
H 1.84 -2.42 4.96 0.368
H 0.95 -3.20 3.64 0.314
H 0.83 -1.45 3.87 0.290
H 4.10 -2.31 0.69 0.355
H 4.33 -0.70 1.40 0.494
H 4.48 -0.16 -1.70 0.396
H 4.57 0.71 -0.14 0.499
H 5.37 2.10 -1.85 0.405
H 4.92 3.81 -1.75 0.364
H 4.75 2.93 -3.28 0.361
H 1.34 3.06 -2.33 0.327
H 2.61 4.09 -3.03 0.344
H 2.22 4.20 -1.30 0.348
C -5.98 1.66 -0.61 -1.619
C -4.50 1.56 -0.51 0.130
C -3.73 2.68 -0.24 -0.741
C -2.35 2.59 -0.12 -0.342
C -1.56 3.82 0.17 -1.614
C -1.76 1.34 -0.28 -0.110
C -2.49 0.17 -0.61 2.046
C -3.88 0.32 -0.69 -0.059
N -1.75 -0.99 -0.86 -0.129
C -2.35 -2.34 -0.72 1.436
C -3.23 -2.70 -1.92 -1.452
C -3.06 -2.44 0.64 -1.506
C -1.15 -3.33 -0.70 -1.964
H -6.29 2.70 -0.63 0.399
H -6.45 1.18 0.25 0.324
H -6.35 1.17 -1.50 0.380
H -4.21 3.64 -0.12 0.410
H -2.02 4.38 0.97 0.435
H -1.53 4.46 -0.72 0.326
H -0.53 3.58 0.45 0.302
H -0.64 1.28 -0.13 -0.365
H -4.51 -0.51 -0.94 0.381
H -4.13 -2.10 -1.96 0.294
H -3.51 -3.74 -1.90 0.447
H -2.67 -2.51 -2.84 0.367
H -3.99 -1.88 0.65 0.386
H -2.40 -2.02 1.41 0.300
H -3.28 -3.48 0.89 0.456
H -0.55 -3.22 -1.62 0.356
H -1.52 -4.36 -0.68 0.514
H -0.55 -3.19 0.22 0.408


No. 2
63
Properties=species:S:1:pos:R:3:mulliken_charge:R:1 method="wB97M-V/def2-TZVPD" lumo_ha=0.0210 homo_energy_ev=-8.6 energy_ha=-1700.65140 orbital_gap_ev=9.211 charge=0
C 0.26 -3.28 5.18 -1.434
H 0.39 -3.52 6.24 0.406
H 1.14 -3.63 4.64 0.314
H -0.61 -3.83 4.82 0.336
C 0.06 -1.78 5.01 -0.403
H 0.93 -1.26 5.38 0.280
H -0.80 -1.48 5.61 0.348
C -0.22 -1.39 3.54 -0.402
N -0.84 -0.09 3.35 0.797
C -2.16 0.02 3.95 -1.002
H -2.12 0.30 5.02 0.361
C -3.04 1.05 3.23 -1.179
N -3.18 0.77 1.83 -0.051
C -2.61 1.55 0.87 0.079
O -2.07 2.60 1.13 -0.673
C -2.78 0.99 -0.54 0.153
C -2.02 -0.33 -0.72 -1.222
C -0.52 -0.08 -0.63 0.638
N -0.07 0.90 -1.60 0.272
S 0.16 0.28 -3.13 1.381
O -0.83 -0.70 -3.50 -0.718
O 0.39 1.37 -4.03 -0.765
C 1.70 -0.55 -2.85 0.919
C 2.89 0.10 -2.62 0.040
O 3.85 -0.80 -2.45 -0.168
N 3.32 -2.05 -2.57 -0.672
C 2.04 -1.93 -2.81 0.342
C 1.14 -3.08 -2.99 -1.307
H 1.59 -3.81 -3.65 0.472
H 0.96 -3.57 -2.03 0.263
H 0.19 -2.74 -3.40 0.276
C 3.19 1.55 -2.54 -1.185
H 2.54 2.08 -3.23 0.322
H 2.99 1.91 -1.53 0.210
H 4.24 1.72 -2.78 0.439
C -0.78 2.16 -1.52 -0.989
C -2.30 1.98 -1.60 -1.029
H -2.78 2.95 -1.45 0.484
H -2.56 1.61 -2.59 0.449
H -0.43 2.77 -2.36 0.520
H -0.51 2.65 -0.58 0.426
H 0.04 -1.00 -0.83 0.482
H -0.26 0.30 0.36 -1.307
H -2.30 -1.06 0.05 0.611
H -2.25 -0.75 -1.70 0.496
H -3.86 0.80 -0.69 0.484
H -3.56 -0.12 1.57 0.306
H -2.61 2.06 3.30 0.433
H -4.03 1.06 3.71 0.404
H -2.64 -0.96 3.87 0.494
C 0.03 1.02 3.72 -0.955
C 1.30 1.01 2.87 -0.189
C 2.02 -0.33 2.99 -0.893
C 1.05 -1.46 2.67 -0.187
H 1.54 -2.43 2.82 0.421
H 0.76 -1.39 1.63 -0.321
H 2.41 -0.44 4.01 0.318
H 2.87 -0.37 2.31 0.427
H 1.02 1.18 1.82 -0.200
H 1.95 1.83 3.18 0.429
H 0.30 0.99 4.79 0.367
H -0.50 1.95 3.53 0.519
H -0.93 -2.13 3.13 0.536


No. 3
65
Properties=species:S:1:pos:R:3:mulliken_charge:R:1 method="wB97M-V/def2-TZVPD" lumo_ha="-0.0881 / -0.0883" homo_energy_ev="-9.3 / -8.6" e_above_lowest_ev=0.709 energy_ha=-7351.64497 orbital_gap_ev="6.871 / 6.248" multiplicity=2 charge=+1 s2=0.7562
V 0.33 0.15 -1.63 -0.155
N 1.04 2.11 -1.25 -0.028
C 0.31 3.12 -2.07 -0.755
C -1.16 2.71 -2.15 -0.717
N -1.31 1.24 -2.38 0.139
C -1.51 0.86 -3.79 -0.744
C -0.19 0.93 -4.55 -0.701
N 0.86 0.21 -3.78 -0.296
H 2.02 2.33 -1.20 0.308
H 0.69 2.18 -0.28 0.119
H 0.37 4.12 -1.65 0.465
H 0.78 3.15 -3.06 0.344
H -1.62 2.93 -1.20 0.398
H -1.68 3.28 -2.92 0.395
H -2.12 0.94 -1.85 0.342
H -1.88 -0.17 -3.81 0.366
H -2.24 1.49 -4.29 0.491
H -0.31 0.54 -5.55 0.490
H 0.11 1.97 -4.64 0.242
H 0.83 -0.77 -4.03 0.204
H 1.77 0.55 -4.04 0.274
C -2.38 -1.89 6.29 -1.419
C -2.20 -1.23 4.95 0.994
C -3.18 -0.40 4.42 -0.922
C -3.02 0.20 3.18 -0.543
C -1.85 -0.03 2.46 -0.315
C -0.85 -0.85 2.98 -0.367
C -1.03 -1.44 4.21 -0.763
S -1.66 0.71 0.87 1.456
O -2.96 0.80 0.24 -0.804
O -0.94 1.95 1.02 -0.804
N -0.69 -0.29 0.03 0.458
C -1.21 -1.45 -0.55 0.360
C -2.20 -2.30 -0.06 -0.850
C -2.51 -3.43 -0.79 -0.640
C -1.84 -3.69 -1.99 -0.931
C -0.90 -2.79 -2.42 -0.281
N -0.60 -1.67 -1.74 0.136
H -3.31 -1.59 6.76 0.354
H -1.56 -1.65 6.96 0.351
H -2.40 -2.98 6.17 0.326
H -4.09 -0.21 4.98 0.321
H -3.79 0.84 2.76 0.482
H 0.05 -1.02 2.40 0.526
H -0.26 -2.09 4.62 0.419
H -2.69 -2.09 0.88 0.472
H -3.26 -4.12 -0.43 0.461
H -2.05 -4.58 -2.57 0.427
H -0.36 -2.95 -3.35 0.438
C 3.87 -0.98 -1.93 -1.232
Se 2.31 -1.24 -0.79 0.516
C 3.35 -1.08 0.87 -1.093
C 3.91 0.26 1.28 -0.643
Se 2.50 1.39 1.99 0.135
C 3.47 3.08 2.00 -1.063
H 4.65 -1.68 -1.62 0.412
H 4.23 0.04 -1.88 0.338
H 3.57 -1.22 -2.95 0.359
H 4.15 -1.79 0.71 0.508
H 2.70 -1.49 1.64 0.465
H 4.40 0.78 0.45 0.309
H 4.65 0.11 2.06 0.477
H 3.93 3.26 1.03 0.312
H 4.24 3.08 2.78 0.349
H 2.74 3.85 2.22 0.330